Entry 1:
{"formula": "C8H5BiCl2NO3V", "method": "ωB97M-V/def2-TZVPD", "elements": ["V", "Bi", "Cl", "Cl", "C", "C", "C", "O", "O", "O", "C", "C", "C", "N", "C", "C", "H", "H", "H", "H", "H"], "positions_angstrom": [[-0.0674, -0.5222, -3.6734], [-0.8189, 0.3873, -1.0983], [-2.2494, -0.8985, -3.0419], [1.3477, -1.3640, -2.2645], [-1.2364, -1.5568, 0.1705], [-0.4290, 0.5037, -5.2118], [0.0844, -1.8773, -4.9527], [-1.3197, -2.6309, 0.5877], [-0.7600, 0.9163, -6.2607], [0.1748, -2.5834, -5.8805], [0.6555, 1.1135, 4.0392], [-0.1030, 1.9857, 3.2375], [-0.2906, 1.6771, 1.8963], [0.2094, 0.5424, 1.3749], [0.9611, -0.3002, 2.1124], [1.2024, -0.0416, 3.4648], [0.8806, 1.3555, 5.0756], [-0.5454, 2.8946, 3.6313], [-0.8747, 2.3207, 1.2091], [1.3533, -1.1744, 1.5726], [1.8254, -0.7472, 4.0121]], "mulliken_charge": [0.045, 1.673, -0.091, -0.098, 0.326, 0.556, 0.771, 0.055, 0.069, 0.049, -0.104, -0.876, 0.371, -0.224, 0.064, -0.685, 0.475, 0.427, 0.310, 0.452, 0.437], "orbital_gap_ha": [0.13038, 0.13164], "total_charge": 4, "e_above_lowest_kcal_mol": 111.3, "multiplicity": 3}


Entry 2:
{"formula": "C4H4CeCl2O4Ti", "method": "ωB97M-V/def2-TZVPD", "elements": ["Ti", "Ce", "Cl", "Cl", "C", "C", "C", "O", "O", "O", "C", "O", "H", "H", "H", "H"], "positions_angstrom": [[0.5604, 0.8367, -3.4553], [-0.6787, -0.2836, 0.6230], [2.4600, 1.7051, -2.7233], [-0.0604, -1.0095, -2.1101], [-2.4369, -1.2910, 1.3512], [-0.4120, 2.3498, -2.9457], [-1.3231, 1.1937, -3.7354], [-3.3141, -2.0579, 1.4408], [-0.8568, 3.3764, -2.5203], [-2.4911, 1.1962, -3.9625], [1.3256, -0.9764, 3.3796], [1.1691, -1.1064, 1.9552], [0.7634, -0.0926, 3.6892], [2.3884, -0.8803, 3.6209], [0.8814, -1.8556, 3.8567], [2.0249, -1.1046, 1.5361]], "mulliken_charge": [0.876, 1.939, -0.062, -0.278, 0.270, 0.512, 0.341, 0.128, -0.052, -0.023, -0.541, -0.446, 0.285, 0.343, 0.311, 0.396], "orbital_gap_ha": [0.25637, 0.27053], "total_charge": 4, "e_above_lowest_kcal_mol": 48.4, "multiplicity": 3}


Entry 3:
{"formula": "C26H21ClGaNS4", "method": "ωB97M-V/def2-TZVPD", "elements": ["Ga", "S", "C", "C", "C", "C", "C", "C", "S", "C", "C", "C", "C", "C", "C", "C", "S", "C", "C", "C", "C", "C", "C", "S", "N", "H", "H", "H", "H", "H", "H", "H", "H", "H", "H", "H", "H", "H", "H", "H", "Cl", "C", "C", "C", "C", "C", "C", "C", "H", "H", "H", "H", "H", "H"], "positions_angstrom": [[-0.2527, 1.7885, 0.3330], [-0.1051, 4.0279, 0.4307], [-0.6150, 4.5073, -1.1915], [-1.1111, 5.8061, -1.3382], [-1.5141, 6.2872, -2.5706], [-1.4424, 5.4827, -3.7010], [-0.9461, 4.1977, -3.5788], [-0.5210, 3.7110, -2.3417], [0.0764, 2.0465, -2.2723], [1.8641, 2.2406, -2.0725], [2.3003, 1.1545, -1.1314], [3.1902, 0.1977, -1.5218], [3.5493, -0.8024, -0.5870], [3.1179, -0.7028, 0.6979], [2.2970, 0.3944, 1.0906], [1.9600, 0.6336, 2.4236], [-0.3852, 0.7841, 2.5206], [-1.3814, -0.4932, 2.1297], [-1.9090, -1.2954, 3.1880], [-2.8486, -2.2414, 2.9557], [-3.3518, -2.4611, 1.6116], [-2.8482, -1.7969, 0.5704], [-1.7026, -0.8316, 0.6868], [-2.1830, 0.7324, -0.1805], [1.7603, 1.2005, 0.1189], [-1.1906, 6.4322, -0.4589], [-1.8992, 7.2962, -2.6453], [-1.7703, 5.8514, -4.6634], [-0.8792, 3.5520, -4.4450], [2.0542, 3.2245, -1.6426], [2.3667, 2.1515, -3.0322], [3.5886, 0.2054, -2.5263], [4.1942, -1.6195, -0.8852], [3.4289, -1.4128, 1.4531], [1.8046, 1.6585, 2.7339], [2.3302, -0.0436, 3.1815], [-1.5793, -1.0906, 4.1993], [-3.2579, -2.8084, 3.7809], [-4.1519, -3.1742, 1.4573], [-3.2177, -1.9767, -0.4335], [0.7089, -7.1546, 1.5228], [0.3751, -5.5046, 1.0665], [-0.2246, -5.2447, -0.1527], [-0.4893, -3.9290, -0.5077], [-0.1611, -2.8744, 0.3356], [-0.4637, -1.4454, -0.0341], [0.4524, -3.1678, 1.5511], [0.7205, -4.4757, 1.9259], [-0.4812, -6.0620, -0.8125], [-0.9621, -3.7206, -1.4606], [-0.6165, -1.3393, -1.1095], [0.4015, -0.8390, 0.2410], [0.7258, -2.3578, 2.2185], [1.1949, -4.6990, 2.8719]], "mulliken_charge": [0.596, -0.350, 0.553, -0.766, -0.517, -0.606, -0.481, 0.281, -0.190, -0.852, 0.728, -0.806, -0.598, -0.573, 0.759, -1.622, -0.351, 0.185, -0.563, -0.663, -0.521, -1.163, 1.444, -0.315, 0.333, 0.416, 0.377, 0.381, 0.424, 0.385, 0.457, 0.367, 0.437, 0.404, 0.515, 0.398, 0.444, 0.406, 0.422, 0.498, -0.228, 0.364, -0.839, -0.106, -0.387, 1.042, 0.155, -1.185, 0.425, 0.422, 0.808, -1.625, 0.467, 0.417], "orbital_gap_ha": [0.20480, 0.21530]}


For reference, max |F| by record: 12.162, 14.030, 0.372 eV/Å.